# 1
The following is a quantum chemistry calculation of a 2-piece molecular cluster, C4H8O2 overall, from the Open Molecules 2025 dataset.

Last columns: bonded neighbours and bond lengths (Å).
Element x y z (Å)
1 O -1.4632 1.0008 1.8216  C4 1.214
2 O 1.1928 0.1242 0.5862  C5 1.442, C6 1.292
3 C -1.6838 -0.9217 -0.7886  H7 1.091, H9 1.093, H13 1.094, H14 1.093
4 C -0.3327 1.4225 1.6902  O1 1.214, C6 1.485, H12 1.114
5 C 1.9730 -0.2502 -0.5668  O2 1.442, H8 1.092, H10 1.091, H11 1.091
6 C 0.4777 1.1941 0.4670  O2 1.292, C4 1.485
7 H -2.6894 -0.6651 -0.4507  C3 1.091
8 H 1.5189 -1.1498 -0.9879  C5 1.092
9 H -1.7376 -1.6530 -1.5993  C3 1.093
10 H 1.9582 0.5710 -1.2853  C5 1.091
11 H 2.9837 -0.4658 -0.2170  C5 1.091
12 H 0.1191 2.1391 2.4143  C4 1.114
13 H -1.1887 -0.0116 -1.1409  C3 1.094
14 H -1.1280 -1.3345 0.0572  C3 1.093

The energy relative to the best compared isomer or geometry (same formula, charge and spin) comes out at 407.4 kJ/mol.

These are the Mulliken partial charges, in e, on atoms 1 to 6:
1. O -0.450
2. O -0.120
3. C -0.963
4. C 0.286
5. C -0.524
6. C -0.397

---

# 2
The following is a quantum chemistry calculation of an isolated molecule of C8H14 at a distorted geometry, from the Open Molecules 2025 dataset.

Last columns: bonded neighbours and bond lengths (Å).
Element x y z (Å)
1 C 1.4957 -0.5406 -0.5932  C2 1.577, C5 1.679, H13 1.087, H16 1.051
2 C 2.9589 -0.4788 -0.0084  C1 1.577, C4 1.476, H19 1.109
3 C -1.5632 0.6586 -0.3494  C6 1.361, C7 1.372, H14 1.148
4 C 3.0717 -0.6748 1.4498  C2 1.476, H10 1.115, H17 1.055, H21 1.321
5 C 0.7968 0.9381 -0.9733  C1 1.679, C7 1.455, H20 1.108, H22 1.126
6 C -2.8570 0.2415 -0.4233  C3 1.361, C8 1.502, H15 1.089
7 C -0.6161 0.8805 -1.3173  C3 1.372, C5 1.455, H18 1.062
8 C -3.6802 -0.1892 0.7571  C6 1.502, H9 1.130, H11 1.128, H12 1.111
9 H -4.3432 0.6142 1.1953  C8 1.130
10 H 2.6787 -1.4346 2.1646  C4 1.115
11 H -3.0200 -0.5249 1.6082  C8 1.128
12 H -4.3773 -1.0088 0.4816  C8 1.111
13 H 1.4972 -0.9141 -1.6139  C1 1.087
14 H -1.1520 0.7027 0.7211  C3 1.148
15 H -3.2973 0.1724 -1.4164  C6 1.089
16 H 0.7002 -1.0618 -0.1466  C1 1.051
17 H 2.4788 0.1964 1.4920  C4 1.055
18 H -0.9866 1.0188 -2.3029  C7 1.062
19 H 3.5123 -0.9910 -0.8221  C2 1.109
20 H 1.4161 1.1892 -1.8565  C5 1.108
21 H 4.1902 -0.4535 2.1164  C4 1.321
22 H 1.0964 1.6596 -0.1626  C5 1.126

The energy relative to the best compared isomer or geometry (same formula, charge and spin) comes out at 738.2 kJ/mol.

These are the Mulliken partial charges, in e, on atoms 1 to 6:
1. C -0.894
2. C -0.297
3. C -0.162
4. C -0.863
5. C -0.603
6. C -0.012

---

# 3
The following is a quantum chemistry calculation of a 2-piece molecular cluster, C2H8O2 overall at a distorted geometry, from the Open Molecules 2025 dataset.

Last columns: bonded neighbours and bond lengths (Å).
Element x y z (Å)
1 O -1.0933 0.6786 -1.2632  C4 1.430, H12 0.980
2 O -0.5648 -0.0492 1.4119  C3 1.424, H8 0.980
3 C 0.7389 -0.0022 1.9838  O2 1.424, H9 1.103, H10 1.103, H11 1.103
4 C -0.1662 -0.3029 -1.7331  O1 1.430, H5 1.103, H6 1.103, H7 1.103
5 H 0.5594 -0.5696 -0.9464  C4 1.103
6 H 0.3799 0.1561 -2.5744  C4 1.103
7 H -0.6522 -1.2262 -2.0910  C4 1.103
8 H -0.5823 0.5177 0.6127  O2 0.980
9 H 0.6953 -0.4776 2.9782  C3 1.103
10 H 1.5056 -0.5172 1.3810  C3 1.103
11 H 1.0400 1.0513 2.1105  C3 1.103
12 H -1.8603 0.7412 -1.8699  O1 0.980

The energy relative to the best compared isomer or geometry (same formula, charge and spin) comes out at 67.5 kJ/mol. Its SMILES is CO.CO.

These are the Mulliken partial charges, in e, on atoms 1 to 6:
1. O -0.540
2. O -0.480
3. C -0.532
4. C -0.368
5. H 0.109
6. H 0.251

---

What are the HOMO values for these records? In order: -8.927; -5.844; -9.946 eV.
What are the lowest unoccupied orbital energy values for these records? In order: 0.39; -1.73; 0.80 eV.